Record 1
Below is a single C11H13BrO molecule, with properties calculated with wB97M-V/def2-TZVPD.

Element x y z (Å)
Br (-0.0229, -3.1084, -3.4735)
O (0.6671, -0.5581, -0.2932)
C (-0.5467, 1.4305, 0.4051)
C (0.6347, 1.8258, 1.1362)
C (-1.7099, 2.2236, 0.4689)
C (0.4556, 2.8676, 2.0542)
C (-0.7146, 3.5980, 2.1240)
C (-0.5530, -2.7619, -0.3851)
C (-0.5532, 0.1372, -0.2295)
C (0.5301, -1.8624, -0.9580)
C (-1.7079, 3.3853, 1.2012)
C (1.9560, -2.3543, -0.7908)
C (0.3659, -1.6085, -2.4095)
H (1.4633, 1.0096, 0.9577)
H (1.3310, -1.1347, -2.8567)
H (1.8954, -3.4783, -0.7878)
H (-1.3992, -0.3056, -0.6157)
H (1.1661, 2.9409, 2.8167)
H (-2.4819, 2.1796, -0.2666)
H (-2.5543, 4.0556, 1.2295)
H (-0.7783, 4.4813, 2.7835)
H (-0.3153, -2.8112, 0.7372)
H (-1.5755, -2.4647, -0.4800)
H (2.5695, -1.9673, -1.6502)
H (-0.5022, -3.7680, -0.8917)
H (2.3801, -1.9516, 0.1741)

Properties
**Relative energy (zero: lowest compared OMol25 entry of this formula, charge and spin)**: 71.0 kcal per mole
**Max |F|**: 3.62 eV/Å
**E**: -83703.3160 eV
**LUMO (spin up / spin down)**: 0.00 / -0.66 eV

Record 2
Below is a molecular structure, C11H13BrOPb, with properties calculated with wB97M-V/def2-TZVPD.

Element x y z (Å)
Pb (-0.4905, -0.2553, 0.2195)
Br (-1.7684, 0.4763, 2.7210)
O (-1.8574, -1.5691, -0.3590)
C (-3.0433, -2.0508, 0.2029)
C (1.6040, -0.4835, 1.8416)
C (0.8193, 1.8379, -1.5173)
C (1.0578, -1.7653, 1.4640)
C (2.3830, -0.0033, 0.7576)
C (0.3688, 2.4622, -0.3280)
C (2.3379, -0.9568, -0.2877)
C (1.5214, -2.0450, 0.1190)
C (-1.4643, 1.5284, -1.3912)
C (-1.0423, 2.2965, -0.2390)
C (-0.2882, 1.2564, -2.1745)
H (0.3360, -2.3307, 2.0354)
H (-2.9248, -2.6241, 1.1664)
H (-3.8722, -1.2954, 0.3281)
H (-2.4604, 1.1418, -1.5437)
H (-1.6741, 2.6011, 0.5774)
H (-0.2578, 0.6151, -3.0324)
H (2.8834, 0.9426, 0.7456)
H (0.9672, 2.9235, 0.4279)
H (1.2038, -2.8865, -0.4744)
H (-3.2359, -2.7436, -0.6799)
H (1.3698, 0.0387, 2.7480)
H (1.8398, 1.7659, -1.8232)
H (2.7539, -0.8232, -1.2650)

Properties
**Max |F|**: 3.01 eV/Å
**E**: -88949.9235 eV
**LUMO (spin up / spin down)**: -3.68 / -3.66 eV